A cluster of 11 separate species, C43H95O35P3S in total in a non-equilibrium geometry, computed with the ωB97M-V functional and the def2-TZVPD basis.

Each line ends with the Mulliken charge.
Positions of all 177 atoms, in Å:
C  2.6320  2.9377  -3.4729  0.3485
C  3.1125  4.3203  -2.7873  -0.0919
C  2.3328  5.3768  -3.6016  -1.0020
S  0.6695  4.6873  -3.8762  1.0702
O  0.2423  5.1575  -5.1917  -0.7171
O  -0.1339  4.9387  -2.6945  -0.5407
C  1.1430  2.9595  -3.7804  0.0875
H  2.9455  2.1110  -2.8354  -0.7469
H  3.1549  2.5088  -4.3276  0.3606
H  4.1936  4.4585  -2.7770  0.4850
H  2.6804  4.2373  -1.7900  -0.1269
H  2.7118  5.1617  -4.6008  0.3866
H  2.4556  6.4472  -3.4366  0.4688
H  0.9141  2.4337  -4.7073  0.4824
H  0.6257  2.5170  -2.9291  -0.4680
C  -0.7987  -3.0486  2.2577  -0.4947
O  -1.0378  -3.6088  1.0029  -0.1896
C  -0.2129  -4.4614  0.4128  0.7234
O  0.6677  -5.1152  0.9011  -0.6281
O  -0.5264  -4.5793  -0.8236  -0.1880
C  0.1373  -5.5018  -1.6858  -0.9357
H  -1.6076  -2.3262  2.3671  0.2738
H  0.1151  -2.4660  2.1410  0.0185
H  -0.5717  -3.7516  3.0593  0.4544
H  0.5403  -6.3487  -1.1305  0.3678
H  1.0840  -5.2345  -2.1554  0.3707
H  -0.4282  -6.0237  -2.4578  0.2699
C  -3.2715  -4.7487  -4.9472  -0.2866
O  -4.2972  -5.6444  -4.9517  -0.3972
C  -5.0688  -5.7642  -3.8966  0.9509
O  -4.9133  -5.3263  -2.8169  -0.5559
O  -6.1275  -6.4893  -4.1908  -0.3187
C  -6.3992  -7.0692  -5.4288  -0.7279
H  -3.2210  -4.3056  -5.9418  0.3160
H  -2.3556  -5.2374  -4.6148  0.2525
H  -3.3805  -3.9981  -4.1643  -0.0839
H  -7.0807  -6.4371  -5.9982  0.2655
H  -6.8362  -8.0623  -5.3247  0.2632
H  -5.4785  -7.3056  -5.9622  0.3326
C  2.4626  4.7317  1.8531  -0.4795
O  3.7299  4.1225  1.7459  -0.2095
C  4.4089  3.8751  2.7640  0.9102
O  4.1553  4.1486  3.9786  -0.7299
O  5.5188  3.3456  2.3470  -0.1649
C  6.6133  3.4072  3.2765  -0.9702
H  1.9129  4.7455  0.9120  0.0809
H  2.5638  5.7973  2.0588  0.3845
H  1.8304  4.2185  2.5777  0.1979
H  7.4162  3.9988  2.8366  0.3808
H  7.0220  2.4347  3.5506  0.3349
H  6.5109  4.0289  4.1659  0.3275
C  8.8623  2.1675  -3.6722  -0.7431
O  7.5464  1.8429  -3.2759  -0.2525
C  7.2097  1.9529  -1.9728  0.6383
O  8.0677  2.0997  -1.0263  -0.6577
O  5.9092  2.1194  -1.9193  0.0354
C  5.1582  2.2268  -0.7732  -0.4241
H  8.7004  2.1917  -4.7498  0.2675
H  9.5042  1.3293  -3.4012  0.2522
H  9.2254  3.1361  -3.3287  0.3467
H  5.3523  3.0798  -0.1230  0.4786
H  5.3601  1.2941  -0.2467  0.3379
H  4.1333  2.1658  -1.1394  -0.5097
C  1.4653  3.2630  6.9133  -0.4631
O  0.4771  3.5109  5.9939  -0.1218
C  -0.0524  4.6891  5.9842  0.7199
O  0.4259  5.7275  6.5349  -0.6327
O  -1.1506  4.7550  5.1763  -0.3008
C  -1.6987  5.9215  4.6555  -0.8595
H  1.5562  2.1928  7.0993  0.0616
H  1.1939  3.6237  7.9054  0.3991
H  2.4045  3.6959  6.5690  0.1783
H  -2.6783  6.1511  5.0746  0.3009
H  -1.7745  6.0584  3.5768  0.2998
H  -1.1914  6.7759  5.1036  0.3692
C  -3.7345  4.3310  -0.6183  -0.8430
O  -3.4403  3.1091  -1.3025  -0.0744
C  -3.3307  3.1439  -2.7254  0.5861
O  -3.2952  4.1678  -3.3936  -0.5948
O  -3.2319  1.9428  -3.1970  0.0089
C  -3.2413  1.8054  -4.6697  -0.7020
H  -4.7451  4.5818  -0.9407  0.3451
H  -3.1502  5.2310  -0.8098  0.3042
H  -3.6102  4.1513  0.4496  0.2508
H  -4.1297  2.2415  -5.1265  0.3426
H  -3.2410  0.7562  -4.9652  0.2046
H  -2.3010  2.2603  -4.9813  0.2311
C  8.2822  -1.1789  -4.0066  -0.7751
O  7.4335  -1.4515  -2.8246  -0.2881
C  6.2265  -2.0631  -2.9251  0.7836
O  5.6412  -2.3479  -3.9351  -0.5520
O  5.7594  -2.3272  -1.6442  -0.2885
C  6.4738  -2.1123  -0.3652  -0.5035
H  8.5972  -2.0568  -4.5707  0.3667
H  9.2322  -0.7018  -3.7659  0.2289
H  7.8864  -0.3401  -4.5791  0.3287
H  7.2118  -2.9085  -0.2669  0.2933
H  5.6890  -2.2505  0.3785  0.1908
H  6.9466  -1.1362  -0.2568  0.2532
C  -10.0126  -6.2080  -1.9946  -1.5235
C  -9.1169  -4.9620  -1.9132  0.5290
O  -9.6156  -3.8958  -2.7955  -0.3970
P  -8.4535  -3.0294  -3.5402  0.7239
O  -7.5672  -3.7626  -4.5211  -0.6644
O  -9.3981  -1.8667  -4.2533  -0.3839
C  -9.2341  -0.5175  -4.1481  -0.2725
C  -9.9499  0.0604  -2.8412  -0.8638
O  -7.7857  -2.3156  -2.2556  -0.1675
C  -6.3699  -2.3641  -2.1369  0.4678
C  -6.0655  -1.8659  -0.6868  -1.3148
H  -10.1136  -6.5257  -3.0324  0.3566
H  -9.5770  -7.0406  -1.4423  0.3830
H  -11.0600  -6.0995  -1.7127  0.3624
H  -9.0237  -4.8065  -0.8383  0.2183
H  -8.1592  -5.1630  -2.3933  -0.0742
H  -8.1897  -0.2059  -4.1615  0.2340
H  -9.5806  0.0150  -5.0338  0.3839
H  -9.5124  -0.5882  -2.0823  0.1937
H  -9.6837  1.0974  -2.6364  0.3455
H  -11.0379  0.0032  -2.8740  0.2825
H  -5.9513  -3.3688  -2.1942  -0.2067
H  -5.8509  -1.8119  -2.9204  0.4312
H  -6.7855  -2.1032  0.0963  0.3953
H  -5.0667  -2.2024  -0.4089  0.2623
H  -5.9953  -0.7797  -0.7457  0.3281
C  5.8663  1.1091  5.5961  -1.3121
C  4.5025  1.4173  6.1252  0.0155
O  3.4365  0.4882  5.7006  0.3870
P  2.8260  -0.6013  6.7692  0.2260
O  2.3965  -0.0808  8.0770  -0.7955
O  1.5474  -1.2386  5.9324  0.1389
C  0.3932  -0.3912  5.7046  0.4265
C  -0.7663  -1.2026  6.2159  -1.4745
O  3.9791  -1.7631  6.9423  -0.3809
C  4.1947  -2.4925  5.7210  -0.1667
C  3.4349  -3.8006  5.7829  -1.1835
H  6.5654  1.9094  5.8388  0.4014
H  6.4013  0.2882  6.0737  0.4176
H  5.8084  0.8484  4.5393  0.1103
H  4.5049  1.5643  7.2052  0.4457
H  4.2843  2.4159  5.7466  0.0062
H  0.3649  0.5171  6.3066  -0.0193
H  0.2158  -0.1342  4.6603  0.1285
H  -0.8501  -2.1921  5.7664  0.2753
H  -0.4447  -1.5684  7.1910  0.4038
H  -1.7815  -0.8285  6.3482  0.3897
H  3.9225  -1.9776  4.7996  0.2326
H  5.2643  -2.6846  5.8050  0.4243
H  3.7630  -4.3925  6.6374  0.3229
H  2.3502  -3.7570  5.8811  0.2206
H  3.6688  -4.3440  4.8675  0.3803
C  -1.0401  3.4912  1.7789  -0.1898
C  -1.5232  1.9957  1.9918  0.0412
O  -1.5209  1.1829  0.8076  -0.1643
P  -0.2048  0.8877  -0.1764  -0.3481
O  0.5826  2.0608  -0.4966  0.4422
O  -0.8301  0.0511  -1.4534  -0.1805
C  -1.4394  -1.1895  -1.1437  0.2863
C  -2.3688  -1.7438  -2.3180  -1.6235
O  0.6506  -0.2357  0.7307  0.1706
C  1.9642  -0.6650  0.5098  -0.5168
C  2.4511  -0.5857  -0.9426  0.0607
H  0.0492  3.4982  1.7404  -0.1570
H  -1.3388  3.9580  0.8404  0.1782
H  -1.4296  4.2050  2.5047  -0.0471
H  -0.9362  1.6036  2.8223  -0.2096
H  -2.5803  1.9542  2.2542  0.4047
H  -0.6710  -1.9412  -0.9635  0.0142
H  -2.0352  -1.2007  -0.2310  0.2119
H  -1.8094  -1.6898  -3.2520  0.4874
H  -2.5007  -2.8255  -2.2944  0.4748
H  -3.2748  -1.1462  -2.4181  0.2526
H  2.5879  0.0307  1.0712  0.2696
H  2.1391  -1.6493  0.9441  0.4588
H  3.1488  -1.4169  -1.0443  0.3380
H  1.5939  -0.8225  -1.5729  0.0721
H  2.9533  0.3202  -1.2820  -0.7059

## Properties
**DFT total energy**: -156496.377 eV
**Multiplicity**: 1
**Charge**: 0
**Strongest force on any atom**: 6.76 eV/A

The molecule C5H6N2O in a non-equilibrium geometry, computed with the ωB97M-V functional and the def2-TZVPD basis.

Each line ends with the Mulliken charge.
Positions of all 14 atoms, in Å:
C  -0.4512  0.2324  -0.5736  0.2704
C  1.8312  -0.1822  -0.3104  -0.2880
C  1.9022  -0.5214  0.9662  -0.6673
C  -1.5408  -0.6014  -0.7594  -0.1382
C  -2.8191  -0.2669  -0.1497  0.1241
H  -1.0730  1.8077  0.5613  0.2474
H  0.5623  1.8372  -0.0277  0.3695
H  2.6937  -0.2231  -0.8132  0.4439
H  2.8998  -0.6290  1.2003  0.3357
H  1.0178  -0.6146  1.5212  0.3098
H  -1.2918  -1.8506  -0.7483  0.2217
N  -0.4793  1.5811  -0.1829  -0.4683
N  -3.9111  -0.2699  0.4297  -0.4775
O  0.6595  -0.2994  -1.1134  -0.2831

## Properties
**DFT total energy**: -10306.322 eV
**Multiplicity**: 1
**Charge**: 0
**Energy relative to the best compared isomer or geometry (same formula, charge and spin)**: 316.7 kJ/mol
**Strongest force on any atom**: 7.80 eV/A

A cluster of 2 separate species, C5H10N2O in total in a non-equilibrium geometry, computed with the ωB97M-V functional and the def2-TZVPD basis.

Each line ends with the Mulliken charge.
Positions of all 18 atoms, in Å:
N  0.4311  1.8175  -0.0372  -0.7109
C  0.6557  0.5709  0.0785  -0.1726
C  0.8380  -0.2194  -1.2751  -0.7626
C  -2.3340  0.0767  0.9430  -0.4628
C  -3.2301  -0.7640  0.4286  -0.4628
C  2.0725  -0.2509  -0.4068  0.7153
N  2.4376  -1.2570  0.2342  -0.6579
O  3.0108  0.7517  -0.6546  -0.4628
H  0.3589  2.2041  0.9081  0.2666
H  -1.7397  0.7099  0.3081  0.2915
H  0.3162  0.0338  0.9526  0.5141
H  0.2489  -1.1237  -1.3520  0.2887
H  0.9953  0.3427  -2.1866  0.2695
H  -2.1789  0.1473  2.0168  0.2657
H  -2.9921  -1.3982  -0.4232  0.1992
H  -4.1679  -1.0470  0.8972  0.2435
H  2.5907  -2.1425  -0.2184  0.2722
H  2.6870  1.5482  -0.2132  0.3659

## Properties
**DFT total energy**: -10368.410 eV
**Multiplicity**: 1
**Charge**: 0
**Energy relative to the best compared isomer or geometry (same formula, charge and spin)**: 665.3 kJ/mol
**Strongest force on any atom**: 6.13 eV/A

A structure of composition C41H34ClHfN6O5PS2 in a non-equilibrium geometry, computed with the ωB97M-V functional and the def2-TZVPD basis.

Each line ends with the Mulliken charge.
Positions of all 91 atoms, in Å:
Hf  -2.8006  10.9787  16.6633  1.2009
C  -2.2181  15.3725  17.4398  -1.6563
C  -2.9302  14.1526  17.0771  1.0032
N  -2.3164  12.9725  17.2563  1.0850
N  -1.0043  13.0856  17.7905  -1.1724
C  -0.2699  12.0698  18.0894  0.5885
S  -0.4175  10.3661  17.6677  -0.3700
S  1.3107  12.5015  18.8056  -0.0958
C  1.4135  11.5585  20.3884  -0.8622
C  0.5964  11.9470  21.6386  0.5333
C  1.2638  12.0693  22.8444  -0.5142
C  0.6398  12.6053  24.0033  -0.6720
C  -0.7036  13.0339  23.8185  -0.4693
C  -1.4190  12.6430  22.7290  -0.5701
C  -0.8282  12.0466  21.6003  0.0525
C  -4.2780  14.2442  16.6273  0.1605
C  -4.8295  15.5029  16.3035  -0.7753
C  -6.2161  15.6412  16.4612  -0.6976
C  -7.0593  14.5749  16.5480  -0.3270
C  -6.5365  13.2938  16.5992  -0.7067
C  -5.1383  13.0607  16.4900  0.7107
O  -4.6212  11.8057  16.4016  -0.7231
H  -2.9297  16.2107  17.5630  0.4793
H  -1.4680  15.7192  16.6674  0.2211
H  -1.6792  15.1263  18.3591  0.4348
H  2.4441  11.5737  20.7450  0.3890
H  1.1320  10.5249  20.1300  0.3091
H  2.2626  11.6859  22.9739  0.3175
H  1.1701  12.7724  24.8796  0.4414
H  -1.2209  13.5988  24.5946  0.3506
H  -2.4581  12.7157  22.8424  0.4641
H  -1.3670  11.5704  20.7955  0.2199
H  -4.2737  16.3812  16.1900  0.6411
H  -6.5692  16.6785  16.4344  0.3504
H  -8.1480  14.6199  16.4631  0.3655
H  -7.1578  12.3677  16.6567  0.3392
O  6.5578  10.3143  14.7652  -0.3860
N  6.3628  9.9385  16.1030  -0.4760
C  6.1219  8.6768  16.2637  -0.4246
C  6.0971  7.6459  15.1421  0.4388
C  7.0520  7.7246  14.0976  -0.4475
C  7.0861  6.7478  13.1214  -0.6559
C  6.1578  5.7548  13.0887  -0.6446
C  5.2175  5.6886  14.1415  0.0690
C  5.1354  6.6805  15.0691  0.4647
P  3.5657  6.8991  15.9952  -0.0793
C  3.4813  5.1805  16.6813  0.5699
C  3.7090  5.0550  18.0801  -0.5620
C  3.6451  3.8406  18.6777  -0.4498
C  3.4857  2.7369  17.8544  -0.3818
C  3.1092  2.8672  16.5301  -0.6578
C  2.9661  4.1338  15.9645  -0.3584
C  2.3141  6.8698  14.6428  0.4797
C  0.9298  6.7033  14.9771  -0.5971
C  -0.0360  6.8343  14.0149  -0.4527
C  0.2683  7.0296  12.6344  -0.5645
C  1.6446  7.1402  12.2508  -0.8966
C  2.6198  7.0617  13.2600  0.2237
H  6.6045  11.2911  14.8229  0.3620
H  5.9013  8.4340  17.3099  0.4342
H  7.7677  8.5610  14.0668  0.4487
H  7.7960  6.8433  12.3192  0.3864
H  6.1693  4.9713  12.3290  0.4153
H  4.5663  4.7807  14.1286  0.1515
H  4.2003  5.9091  18.4973  0.3443
H  3.9419  3.6853  19.7350  0.3279
H  3.7616  1.7436  18.1657  0.3656
H  2.9761  2.0085  15.8795  0.3570
H  2.6272  4.2402  14.9404  0.4869
H  0.6468  6.6407  16.0253  0.4437
H  -1.1191  6.7821  14.3197  0.2671
H  -0.5936  7.1917  11.9900  0.4086
H  1.9023  7.2328  11.1793  0.3737
H  3.6294  7.1423  12.8898  0.2236
N  -4.7415  7.2985  18.3293  -0.4110
C  -4.3490  8.6212  18.2305  0.6896
O  -3.6786  9.0412  17.2108  -0.7431
C  -4.4092  9.4197  19.4845  -0.1333
C  -5.3662  9.1400  20.4583  -0.2331
N  -6.0628  8.9105  21.3717  -0.5060
C  -3.5447  10.4700  19.4350  0.7998
N  -2.7671  11.2018  18.9649  -0.5569
H  -4.5943  6.6006  17.5711  0.2555
H  -5.5591  7.1724  18.9695  0.2649
Cl  -3.2825  12.0539  11.9600  -0.1734
C  -2.1084  10.7653  12.7053  -0.4468
C  -2.2374  10.8477  14.1457  0.6431
O  -2.6140  9.7878  14.8205  -0.6241
O  -1.9729  11.9117  14.8684  -0.5150
H  -1.0941  11.1909  12.4510  0.3175
H  -2.2886  9.7468  12.3725  0.3194

## Properties
**DFT total energy**: -107034.646 eV
**Multiplicity**: 1
**Charge**: 0
**Energy relative to the best compared isomer or geometry (same formula, charge and spin)**: 156.5 kJ/mol
**Strongest force on any atom**: 4.30 eV/A

Question: Among the records above, which one has the lowest DFT total energy?
Answer: C43H95O35P3S